Computed, not measured: an isolated molecule of C2H2N4O2 at a distorted geometry, with wB97M-V/def2-TZVPD.

```
10
Properties=species:S:1:pos:R:3:mulliken_charge:R:1
H -2.796 -0.867 -0.245 0.32
N 1.193 -1.090 -0.594 -0.26
C -1.856 -0.200 -0.228 0.25
N 2.090 0.785 -0.026 -0.32
O -1.701 0.883 -0.828 -0.43
N 0.362 -0.483 0.304 0.57
H 0.475 1.564 1.200 0.34
O -0.918 -0.896 0.535 -0.30
N 2.219 -0.383 -0.729 -0.22
C 0.932 0.686 0.612 0.04
```

Output
LUMO (eV): 0.15
HOMO-LUMO gap (eV): 11.44
2S+1: 1
SMILES string: O=COn1cnnn1
Energy above the lowest of the compared OMol25 structures with the same formula, charge and spin (eV): 4.957